[1]
ORCA calculation (ωB97M-V with the def2-TZVPD basis set) on C21H28N2O3S in the gas phase.

The structure (SMILES) is CC(C)c1ccccc1OCC(=O)NC[C@@H](c1cccs1)N1CCOCC1. Its total energy is -42189.441 eV. The calculation puts the energy relative to the best compared isomer or geometry (same formula, charge and spin) at 1.910 eV.

Element x y z (Å)
C -2.9490 -2.8418 0.1345
C -2.6984 -1.3775 -0.2149
C -2.3637 -1.2412 -1.7044
C -3.8544 -0.4656 0.1258
C -5.1630 -0.9046 0.2219
C -6.1973 -0.0310 0.5196
C -5.9260 1.3057 0.7283
C -4.6258 1.7750 0.6325
C -3.5946 0.9004 0.3262
O -2.2819 1.2777 0.1946
C -1.9287 2.6287 0.3618
C -0.4319 2.8093 0.0887
O 0.1463 3.8328 0.3805
N 0.1339 1.7612 -0.5363
C 1.5534 1.6490 -0.7526
C 2.1886 0.7263 0.3067
C 1.6086 -0.6585 0.2369
C 1.4343 -1.4727 -0.8423
C 0.9141 -2.7425 -0.5036
C 0.6964 -2.8787 0.8282
S 1.1211 -1.4588 1.6972
N 3.6438 0.7714 0.2250
C 4.3027 0.2813 1.4243
C 5.7900 0.6260 1.3380
O 6.3839 0.0522 0.1977
C 5.7292 0.4911 -0.9673
C 4.2400 0.1389 -0.9381
H -2.0292 -3.4075 0.0040
H -3.7048 -3.2771 -0.5147
H -3.2719 -2.9412 1.1682
H -1.8335 -1.0346 0.3645
H -2.1767 -0.2019 -1.9638
H -1.4795 -1.8266 -1.9471
H -3.1953 -1.5990 -2.3081
H -5.3889 -1.9470 0.0643
H -7.2097 -0.3989 0.5891
H -6.7220 1.9954 0.9659
H -4.4300 2.8226 0.7988
H -2.1311 2.9779 1.3825
H -2.4758 3.2750 -0.3392
H -0.4219 0.9240 -0.6394
H 1.7265 1.2698 -1.7615
H 1.9859 2.6464 -0.6569
H 1.9330 1.1525 1.2849
H 1.6635 -1.1851 -1.8529
H 0.7177 -3.5171 -1.2238
H 0.3156 -3.7265 1.3620
H 3.8673 0.7703 2.2975
H 4.1939 -0.8112 1.5356
H 6.3291 0.2280 2.1992
H 5.9014 1.7200 1.3061
H 6.2255 -0.0038 -1.8038
H 5.8354 1.5816 -1.0681
H 3.7690 0.5191 -1.8442
H 4.1350 -0.9592 -0.9081

Partial atomic charges computed with the natural (NBO) method, in multiples of e: -0.602, -0.248, -0.596, -0.072, -0.194, -0.232, -0.200, -0.307, 0.377, -0.538, -0.156, 0.659, -0.623, -0.620, -0.213, -0.089, -0.207, -0.282, -0.260, -0.417, 0.450, -0.438, -0.252, -0.071, -0.521, -0.069, -0.258, 0.214, 0.199, 0.213, 0.216, 0.208, 0.207, 0.206, 0.213, 0.213, 0.214, 0.218, 0.205, 0.201, 0.422, 0.191, 0.248, 0.217, 0.225, 0.228, 0.239, 0.206, 0.176, 0.194, 0.167, 0.193, 0.166, 0.201, 0.179

[2]
ORCA calculation (ωB97M-V with the def2-TZVPD basis set) on C21H28N2O3S in the gas phase in a non-equilibrium geometry.

Its total energy is -42191.350 eV. The calculation puts the energy relative to the best compared isomer or geometry (same formula, charge and spin) at 0.000 eV.

Element x y z (Å)
C 4.3402 3.0009 0.7404
C 3.8811 1.6131 0.4130
C 3.1442 1.3575 -0.7372
C 2.7372 0.0753 -1.0466
C 3.0562 -0.9867 -0.2040
C 3.7993 -0.7449 0.9459
C 4.2016 0.5442 1.2408
H 4.7769 0.7217 2.1378
H 4.0509 -1.5597 1.6037
N 2.5928 -2.2585 -0.5683
C 2.5232 -3.3743 0.1955
O 2.9502 -3.4956 1.3248
C 1.7848 -4.5030 -0.5024
H 2.2478 -4.7516 -1.4565
H 1.7469 -5.3806 0.1381
S 0.0286 -4.0195 -0.9102
O 0.1827 -2.7809 -1.6941
C -0.4515 -3.5025 0.8064
C -1.4768 -2.3749 0.7526
O -2.6278 -2.5449 1.0949
N -0.9454 -1.2151 0.3312
H -0.0323 -1.2462 -0.0980
C -1.7025 0.0107 0.0861
C -2.3333 0.5055 1.3900
C -3.0800 1.8116 1.1250
C -4.1764 1.5709 0.0884
C -3.5451 1.0800 -1.2135
C -2.8009 -0.2284 -0.9549
H -2.3499 -0.6027 -1.8773
H -3.4888 -0.9871 -0.5804
C -2.5689 2.1322 -1.7381
C -1.4741 2.3695 -0.6988
C -2.1024 2.8639 0.6032
H -2.6277 3.8050 0.4267
H -1.3225 3.0490 1.3454
C -0.7261 1.0620 -0.4410
H -0.2756 0.7055 -1.3704
H 0.0746 1.2226 0.2858
H -0.7683 3.1197 -1.0734
H -2.1244 1.7927 -2.6764
H -3.0995 3.0658 -1.9374
H -4.3296 0.9064 -1.9581
H -4.7285 2.4963 -0.0912
H -4.8803 0.8250 0.4620
H -3.5307 2.1635 2.0594
H -1.5503 0.6601 2.1362
H -3.0181 -0.2542 1.7670
H 0.4298 -3.1899 1.3615
H -0.8978 -4.3802 1.2690
H 2.0402 -2.2696 -1.4235
H 2.1642 -0.1113 -1.9443
H 2.8826 2.1715 -1.3977
H 3.6953 3.7436 0.2769
H 5.3542 3.1549 0.3698
H 4.3499 3.1619 1.8160

Partial atomic charges computed with the natural (NBO) method, in multiples of e: -0.625, -0.033, -0.209, -0.197, 0.116, -0.225, -0.195, 0.211, 0.251, -0.617, 0.660, -0.605, -0.689, 0.249, 0.255, 1.279, -1.006, -0.704, 0.673, -0.620, -0.621, 0.414, 0.162, -0.419, -0.220, -0.400, -0.220, -0.425, 0.210, 0.233, -0.402, -0.205, -0.402, 0.205, 0.204, -0.416, 0.205, 0.215, 0.209, 0.203, 0.205, 0.212, 0.203, 0.210, 0.212, 0.206, 0.236, 0.254, 0.257, 0.435, 0.207, 0.210, 0.215, 0.220, 0.217

[3]
ORCA calculation (ωB97M-V with the def2-TZVPD basis set) on C21H28N2O4 in the gas phase in a non-equilibrium geometry.

The structure (SMILES) is COc1cc(/C=C(\C#N)C(=O)NC[C@H]2CCCO2)ccc1OCCC(C)C. Its total energy is -33400.666 eV. The calculation puts the energy relative to the best compared isomer or geometry (same formula, charge and spin) at 3.578 eV.

Element x y z (Å)
C -0.8981 4.7593 -1.6273
O -0.9738 3.3682 -1.4086
C -0.2479 2.7532 -0.4375
C -0.2380 1.3696 -0.5359
C 0.4423 0.5585 0.3747
C 0.4643 -0.8760 0.3129
C -0.1749 -1.7297 -0.5223
C -1.0494 -1.3794 -1.5608
N -1.7871 -1.2051 -2.4276
C 0.0494 -3.1999 -0.3001
O 0.7586 -3.6090 0.5966
N -0.5794 -4.0065 -1.1850
C -0.5801 -5.4420 -1.0640
C -1.9259 -5.9674 -0.5305
C -3.0991 -5.6613 -1.4821
C -3.8718 -6.9797 -1.5145
C -2.7426 -7.9855 -1.3041
O -1.8731 -7.3772 -0.3710
C 1.1447 1.1901 1.4056
C 1.1388 2.5623 1.5241
C 0.4432 3.3738 0.6290
O 0.3639 4.7294 0.7382
C 1.1103 5.4157 1.7238
C 2.5938 5.5264 1.3627
C 3.4553 6.0542 2.5141
C 4.9307 5.9847 2.1246
C 3.0794 7.4857 2.8895
H -1.3489 5.3259 -0.8103
H 0.1329 5.0898 -1.7722
H -1.4641 4.9297 -2.5431
H -0.7843 0.9393 -1.3588
H 1.0811 -1.3688 1.0582
H -1.1990 -3.5955 -1.8673
H -0.3707 -5.8945 -2.0381
H 0.2119 -5.7156 -0.3640
H -2.0940 -5.5335 0.4641
H -2.7215 -5.4278 -2.4795
H -3.7028 -4.8265 -1.1334
H -4.5741 -7.0308 -0.6824
H -4.4083 -7.1378 -2.4468
H -2.2150 -8.1788 -2.2502
H -3.0693 -8.9357 -0.8797
H 1.6914 0.5980 2.1236
H 1.6816 3.0078 2.3419
H 0.6503 6.4064 1.7542
H 0.9812 4.9470 2.7070
H 2.6978 6.1826 0.4960
H 2.9567 4.5381 1.0703
H 3.2975 5.4121 3.3888
H 5.2185 4.9653 1.8779
H 5.5572 6.3280 2.9442
H 5.1232 6.6149 1.2591
H 3.1649 8.1389 2.0239
H 2.0615 7.5401 3.2663
H 3.7464 7.8568 3.6641

Partial atomic charges computed with the natural (NBO) method, in multiples of e: -0.240, -0.506, 0.329, -0.214, -0.146, -0.004, -0.312, 0.275, -0.329, 0.679, -0.628, -0.613, -0.240, 0.092, -0.439, -0.425, -0.065, -0.524, -0.154, -0.298, 0.253, -0.502, -0.060, -0.427, -0.212, -0.598, -0.608, 0.185, 0.177, 0.191, 0.236, 0.244, 0.409, 0.193, 0.243, 0.183, 0.197, 0.226, 0.206, 0.216, 0.156, 0.193, 0.216, 0.221, 0.198, 0.173, 0.206, 0.214, 0.191, 0.209, 0.209, 0.203, 0.203, 0.205, 0.213

[4]
ORCA calculation (ωB97M-V with the def2-TZVPD basis set) on C21H28N2O4S in the gas phase in a non-equilibrium geometry.

The structure (SMILES) is Cc1ccccc1S(=O)(=O)Cc1ccc(C(=O)NCCN2CCCC[C@@H]2C)o1. Its total energy is -44236.597 eV. The calculation puts the energy relative to the best compared isomer or geometry (same formula, charge and spin) at 1.708 eV.

Element x y z (Å)
C 2.4005 1.1514 1.5087
C 1.6081 0.1705 2.3119
C 1.4016 -1.1248 1.8432
C 0.6241 -2.0296 2.5434
C 0.0484 -1.6673 3.7502
C 0.2589 -0.3923 4.2433
C 1.0257 0.5079 3.5267
S 1.1132 2.1721 4.2115
O 0.5600 2.1442 5.5357
O 2.4227 2.7504 4.0549
C -0.0806 3.1347 3.1499
C -1.2254 2.2439 2.9327
C -2.3252 1.9809 3.7032
C -2.9738 0.8786 3.1090
C -2.2265 0.5334 2.0139
C -2.4007 -0.5798 1.0670
O -3.2987 -1.3931 1.1778
N -1.4544 -0.6266 0.1003
C -1.4753 -1.6099 -0.9533
C -1.7853 -0.9920 -2.3444
N -0.6918 -0.7990 -3.2531
C -0.0819 -1.9875 -3.8042
C 0.4948 -1.6625 -5.1822
C 1.4871 -0.5094 -5.0796
C 0.8152 0.6848 -4.4079
C 0.2198 0.3056 -3.0424
C 1.3376 0.0739 -2.0100
O -1.1618 1.3714 1.9005
H 1.7360 1.7245 0.8605
H 2.9228 1.8453 2.1608
H 3.1190 0.6340 0.8772
H 1.8582 -1.4211 0.9097
H 0.4653 -3.0209 2.1467
H -0.5609 -2.3681 4.2982
H -0.1635 -0.0682 5.1810
H -0.3374 4.0182 3.7243
H 0.4424 3.3919 2.2349
H -2.6205 2.5096 4.5853
H -3.8686 0.3904 3.4340
H -0.7786 0.1195 0.0570
H -2.2597 -2.3167 -0.6764
H -0.5194 -2.1403 -0.9862
H -2.2723 -0.0247 -2.1866
H -2.5054 -1.6406 -2.8516
H -0.8552 -2.7529 -3.9017
H 0.7141 -2.4015 -3.1627
H 0.9770 -2.5480 -5.5994
H -0.3245 -1.3726 -5.8418
H 2.3607 -0.8237 -4.5056
H 1.8340 -0.2241 -6.0746
H 0.0032 1.0343 -5.0476
H 1.5283 1.5015 -4.2841
H -0.3883 1.1499 -2.6909
H 1.9976 -0.7319 -2.3175
H 1.9310 0.9803 -1.9141
H 0.9281 -0.1739 -1.0354

Partial atomic charges computed with the natural (NBO) method, in multiples of e: -0.660, -0.008, -0.218, -0.171, -0.223, -0.187, -0.268, 2.156, -0.942, -0.941, -0.673, 0.263, -0.286, -0.230, 0.167, 0.625, -0.617, -0.606, -0.262, -0.205, -0.468, -0.214, -0.400, -0.400, -0.399, -0.033, -0.640, -0.420, 0.214, 0.263, 0.224, 0.214, 0.220, 0.226, 0.250, 0.270, 0.252, 0.241, 0.247, 0.402, 0.242, 0.193, 0.202, 0.201, 0.204, 0.159, 0.205, 0.202, 0.192, 0.212, 0.208, 0.203, 0.195, 0.207, 0.216, 0.195

| no. | Kohn-Sham gap (eV) |
| --- | --- |
| 1 | 9.25 |
| 2 | 9.06 |
| 3 | 7.85 |
| 4 | 8.75 |